[1]
Computed, not measured: C19H18BrNO4 in the gas phase, with wB97M-V/def2-TZVPD.

Frontier orbital gap in eV: 9.2
HOMO energy in eV: -9.1
SMILES: CC(=O)N[C@@H](Cc1ccccc1)C(=O)OCC(=O)c1ccc(Br)cc1
Energy relative to the best compared isomer or geometry (same formula, charge and spin) in kJ/mol: 0.0
2S+1: 1
E_LUMO in eV: 0.12

```
43
Properties=species:S:1:pos:R:3:forces:R:3:mulliken_charge:R:1
C 5.771223 0.348755 -2.395665 0.2 0.1 0.2 -1.2669
C 4.981365 0.786294 -1.182931 0.0 -0.2 -0.5 0.7956
O 5.457815 1.360774 -0.231502 0.3 0.2 0.3 -0.6241
N 3.655731 0.491573 -1.267384 -0.4 0.0 0.0 -0.1376
C 2.742941 0.757311 -0.183846 0.0 0.2 0.0 0.0770
C 1.555724 1.606252 -0.677499 0.1 0.0 0.1 -1.3771
C 0.522981 1.938794 0.367729 -0.2 0.0 -0.1 0.7678
C 0.861630 2.210751 1.686829 -0.1 0.1 0.0 -0.0714
C -0.117126 2.528432 2.611442 0.1 0.0 0.1 -0.7831
C -1.444871 2.603377 2.228909 -0.1 0.0 0.0 -0.5283
C -1.789121 2.363880 0.910744 -0.1 0.1 0.0 -0.7752
C -0.811795 2.026848 -0.008265 0.1 0.0 0.0 -0.3030
C 2.234566 -0.522476 0.460817 0.2 0.3 0.2 0.3889
O 1.755320 -0.598117 1.559719 0.3 0.0 0.0 -0.5904
O 2.353988 -1.578900 -0.354344 0.0 -0.1 -0.4 -0.2978
C 2.001389 -2.829659 0.229808 0.1 -0.3 0.5 -0.8916
C 0.709828 -2.795204 1.052300 0.2 -0.2 -0.2 0.5355
O 0.622194 -3.431727 2.072309 0.0 0.0 -0.1 -0.5981
C -0.428132 -2.032299 0.485425 -0.5 0.1 0.0 0.7529
C -1.404029 -1.572281 1.369023 0.2 -0.1 -0.2 -0.7761
C -2.506568 -0.885318 0.905303 -0.1 0.0 -0.1 -0.1955
C -2.637768 -0.671361 -0.457173 0.0 -0.1 -0.1 -0.2769
Br -4.160062 0.250604 -1.118669 0.1 0.0 0.0 -0.1096
C -1.680439 -1.117786 -1.353489 -0.3 0.1 -0.1 -0.6038
C -0.571580 -1.792213 -0.879352 0.1 -0.1 0.3 -0.1326
H 5.367106 0.811144 -3.293298 0.0 0.0 -0.1 0.3160
H 5.719201 -0.732482 -2.503407 0.0 -0.1 -0.1 0.3076
H 6.808122 0.646683 -2.273556 0.0 0.0 0.0 0.3416
H 3.312586 -0.053102 -2.041966 0.1 0.0 0.0 0.3047
H 3.316873 1.308860 0.569416 -0.2 -0.2 -0.1 0.4694
H 1.970542 2.536579 -1.078875 0.1 -0.1 -0.1 0.4181
H 1.070802 1.077086 -1.503364 0.0 0.0 0.0 0.3185
H 1.890845 2.171672 2.004857 0.1 -0.1 0.1 0.3570
H 0.161859 2.723685 3.635917 0.0 0.0 0.1 0.4135
H -2.206403 2.855805 2.951669 -0.1 0.0 0.1 0.4221
H -2.819218 2.443199 0.595886 -0.1 0.0 0.0 0.4555
H -1.087512 1.842744 -1.037771 0.0 -0.1 -0.1 0.4495
H 1.895734 -3.533202 -0.599691 0.0 0.1 0.1 0.3833
H 2.807956 -3.166140 0.890017 -0.2 0.0 -0.1 0.3532
H -1.273437 -1.760498 2.422907 0.0 0.0 0.1 0.4443
H -3.259021 -0.524720 1.588949 -0.1 0.0 0.0 0.4492
H -1.806222 -0.943797 -2.411683 0.0 0.0 -0.1 0.4617
H 0.163507 -2.149609 -1.584334 0.1 0.0 -0.1 0.3564
```
Positions in Å, forces in eV/Å.


[2]
Computed, not measured: C20H56BrClInN7O4P3 as an isolated structure, with wB97M-V/def2-TZVPD.

Frontier orbital gap in eV: 5.8
HOMO energy in eV: -3.5
2S+1: 1
Total charge: -1
E_LUMO in eV: 2.23

```
93
Properties=species:S:1:pos:R:3:forces:R:3:mulliken_charge:R:1
C 3.423577 -0.854246 -0.401564 -0.2 -0.1 0.1 -1.0577
C 2.047926 -0.193044 -0.609705 0.6 0.1 0.0 0.4764
Br 0.733914 -1.275697 0.430638 0.0 0.0 0.0 -0.2038
C 1.991143 1.264032 -0.194555 -0.6 -0.5 0.1 -1.2183
In -0.101179 2.083755 -0.270683 0.2 0.3 -0.3 0.8306
C -0.085178 4.292705 -0.564142 -0.4 -0.4 0.2 -0.7683
N -1.231840 5.018670 0.049145 0.2 0.3 0.1 -0.6630
C -1.098872 1.030954 -1.936369 -0.2 0.3 0.1 -0.9064
C -2.619254 1.252418 -2.105369 0.2 -0.6 -0.5 -0.5254
C -3.448846 0.025912 -1.670097 0.1 0.6 0.5 -0.8185
C -3.666783 0.057056 -0.169969 -0.1 -0.2 -0.2 0.2294
O -4.596697 -0.970828 0.214048 0.1 0.0 -0.2 -0.6039
P -1.127323 1.578269 2.069450 0.0 -0.6 0.1 0.0055
O -0.125994 2.458160 3.074096 -0.1 0.3 -0.2 -0.5127
Cl -3.011427 2.619611 2.233148 0.1 0.3 -0.1 -0.4318
H 3.993859 -0.805051 -1.334385 0.1 0.1 0.1 0.0726
H 3.338431 -1.900872 -0.105222 0.1 0.0 -0.2 0.3945
H 3.961253 -0.324518 0.387704 0.0 0.0 -0.1 0.2974
H 1.758061 -0.301424 -1.655660 -0.3 -0.1 0.1 0.0644
H 2.389167 1.334075 0.822657 0.2 0.3 -0.1 0.4025
H 2.602734 1.819682 -0.915096 0.1 0.1 0.2 0.2457
H -0.114158 4.478715 -1.641514 0.3 0.1 0.0 0.3446
H 0.845088 4.688343 -0.146393 0.0 0.1 -0.2 0.2151
H -1.974727 5.149036 -0.623641 0.0 -0.1 0.1 0.2212
H -1.614655 4.505928 0.832615 -0.1 0.0 -0.1 0.2857
H -0.589104 1.416234 -2.827248 0.1 0.0 0.1 0.4012
H -0.884218 -0.042263 -1.916777 0.0 0.0 0.0 0.2853
H -2.973840 2.145242 -1.578879 0.0 0.0 0.0 0.3214
H -2.842291 1.404354 -3.169920 0.0 0.1 0.1 0.2536
H -2.892016 -0.879517 -1.922991 -0.3 -0.1 -0.2 0.2977
H -4.423966 0.057204 -2.165433 0.0 -0.3 0.0 0.3570
H -2.710345 -0.107086 0.341413 0.0 0.2 0.1 -0.1413
H -4.071430 1.033669 0.109815 0.1 0.0 0.1 0.2960
H -4.767151 -0.846202 1.147866 0.0 0.0 0.2 0.2994
H -0.375298 2.291768 3.988048 0.0 -0.1 0.1 0.3074
O 1.673723 0.933091 -4.759459 0.6 -1.1 1.2 -0.6297
P 2.602217 0.574372 -5.838048 -0.5 1.3 -2.9 0.1855
N 3.649068 1.863104 -6.088264 0.0 0.0 0.4 0.2174
C 4.245297 2.257935 -7.348313 0.3 -0.2 -0.1 -0.9369
C 4.175570 2.506386 -4.888178 -0.2 0.2 0.2 -0.9848
N 1.638722 0.302130 -7.204364 -0.3 0.3 0.2 0.3189
C 2.028542 0.555644 -8.573924 0.2 -0.3 -0.1 -1.0548
C 0.199061 0.469750 -7.016467 -0.1 0.1 0.1 -1.0811
N 3.618658 -0.750766 -6.059845 -0.1 -0.5 1.5 0.1390
C 2.927278 -2.046682 -5.921415 -0.1 0.0 -0.2 -0.9614
C 4.807571 -0.755726 -5.187374 0.2 0.2 -0.2 -0.9576
H 4.756777 1.435403 -7.859594 0.0 0.0 0.0 0.3312
H 4.994576 3.027099 -7.161802 0.0 0.0 0.1 0.3952
H 3.514025 2.686494 -8.033131 0.0 0.0 0.0 0.2270
H 5.031883 1.976962 -4.452843 0.0 0.0 -0.1 0.2970
H 3.399084 2.569833 -4.126559 0.0 -0.1 0.0 0.2182
H 4.490594 3.524786 -5.118160 0.0 0.0 -0.1 0.4721
H 1.881396 1.601755 -8.867557 0.0 0.0 0.0 0.2974
H 1.420816 -0.059621 -9.244413 0.0 0.0 0.0 0.3150
H 3.066575 0.278293 -8.746604 0.0 0.0 0.1 0.3185
H -0.112515 1.520443 -7.044743 0.0 0.0 0.0 0.3256
H -0.120312 0.053746 -6.065718 0.1 0.1 0.0 0.2710
H -0.320434 -0.066864 -7.814780 0.0 0.0 0.0 0.3402
H 2.536615 -2.206691 -4.910926 0.0 0.0 0.0 0.2966
H 3.630930 -2.847589 -6.151501 0.0 0.0 0.0 0.4001
H 2.102394 -2.103700 -6.627307 0.0 0.1 0.0 0.2984
H 4.563328 -0.661960 -4.123614 0.0 -0.1 0.0 0.2824
H 5.480553 0.053540 -5.465872 -0.1 0.0 0.0 0.2548
H 5.346120 -1.692154 -5.331110 0.0 0.0 0.0 0.4021
O -3.019136 -0.067427 6.360691 -1.5 -0.1 0.8 -0.8701
P -2.524541 -1.412720 6.689719 2.8 -0.9 -1.3 0.3713
N -1.280560 -1.240596 7.815081 -0.2 0.2 0.1 0.1720
C -0.125324 -2.106095 7.951589 -0.1 -0.2 0.2 -0.9390
C -1.494200 -0.271781 8.879705 0.0 0.3 0.0 -1.0725
N -1.980909 -2.098248 5.257582 0.2 0.3 -0.2 0.4633
C -0.883959 -3.039649 5.148396 -0.2 -0.3 0.1 -1.0804
C -2.098868 -1.289286 4.037003 -0.1 0.1 0.1 -1.3465
N -3.304721 -2.795606 7.271040 -1.4 0.8 0.4 0.1451
C -4.451886 -3.207829 6.441261 0.1 -0.2 -0.2 -1.0320
C -3.745952 -2.707053 8.672823 0.3 -0.1 0.1 -0.9963
H -0.389971 -3.164473 8.044365 0.0 0.0 0.0 0.3243
H 0.417898 -1.836253 8.857583 -0.1 0.0 0.0 0.3943
H 0.568991 -1.997755 7.119139 0.0 0.0 0.0 0.2461
H -2.099201 -0.660134 9.709792 0.1 0.0 0.0 0.3071
H -1.997672 0.610022 8.484714 0.0 0.0 0.0 0.2968
H -0.536182 0.053547 9.288136 0.0 0.0 -0.1 0.4550
H 0.090632 -2.541690 5.102275 0.0 0.0 0.0 0.3113
H -0.995889 -3.618056 4.227667 0.0 0.0 0.0 0.3205
H -0.887544 -3.751355 5.972162 0.0 0.0 0.1 0.3123
H -1.307367 -0.547235 3.930980 0.0 0.0 0.0 0.4331
H -3.050884 -0.766149 4.006633 0.0 0.1 0.1 0.3264
H -2.058944 -1.952905 3.169983 0.1 0.0 0.0 0.3853
H -5.254737 -2.462284 6.436304 0.0 0.0 0.0 0.3365
H -4.851930 -4.144406 6.832322 0.0 0.0 0.0 0.4078
H -4.126340 -3.375986 5.417865 0.0 0.1 0.0 0.2924
H -4.374120 -1.831791 8.874761 0.0 0.0 0.0 0.3455
H -2.883628 -2.680505 9.337000 0.0 0.1 0.0 0.2466
H -4.319731 -3.600357 8.920281 0.0 0.0 0.0 0.3931
```
Positions in Å, forces in eV/Å.


[3]
Computed, not measured: C2H2O4S in the gas phase, with wB97M-V/def2-TZVPD.

Frontier orbital gap (spin up / spin down) in eV: 7.7 / 7.2
HOMO energy (spin up / spin down) in eV: -7.3 / -11.2
<S²>: 2.0048
Energy relative to the best compared isomer or geometry (same formula, charge and spin) in kJ/mol: 126.8
2S+1: 3
E_LUMO (spin up / spin down) in eV: 0.33 / -4.05

```
9
Properties=species:S:1:pos:R:3:forces:R:3:mulliken_charge:R:1
C -0.736555 -0.592677 0.023644 1.7 -1.3 0.4 0.7478
C -1.916909 -0.106363 0.010488 -4.2 2.1 -0.3 -0.6172
O 2.407931 -0.106396 1.170937 -0.1 -0.1 -0.1 -0.4638
O 2.262507 -0.030439 -1.282275 -0.1 0.0 0.1 -0.4652
O 0.322249 -1.108743 0.011092 2.6 -2.4 0.0 -0.4068
O 0.776656 1.358139 0.085702 0.1 0.2 0.0 -0.5406
S 1.725645 0.293214 -0.008418 1.4 1.1 0.0 1.1987
H -2.391034 0.151231 -0.921577 -0.7 0.3 -0.5 0.2703
H -2.450494 0.142031 0.910408 -0.6 0.2 0.6 0.2769
```
Positions in Å, forces in eV/Å.


[4]
Computed, not measured: a 3-piece molecular cluster, C3H14N2O2 overall, with wB97M-V/def2-TZVPD.

Frontier orbital gap in eV: 9.8
HOMO energy in eV: -9.2
SMILES: C[C@H](N)CN.O.O
Energy relative to the best compared isomer or geometry (same formula, charge and spin) in kJ/mol: 140.1
2S+1: 1
E_LUMO in eV: 0.61

```
21
Properties=species:S:1:pos:R:3:forces:R:3:mulliken_charge:R:1
C -0.679776 1.425282 -0.728028 0.4 1.5 -3.3 -1.4770
C -0.238105 0.238845 0.058952 -0.5 -0.4 -0.7 0.3869
N -1.110981 0.201465 1.218293 -2.4 -0.2 1.6 -0.6350
C 1.210980 0.531535 0.411689 2.0 -1.4 0.1 -0.5191
N 1.763014 -0.547059 1.307557 -0.8 -1.0 -0.1 -0.5904
H -0.170365 1.433555 -1.768814 -0.3 0.3 1.7 0.3504
H -1.745796 1.420673 -1.051247 0.5 0.0 0.8 0.3582
H -0.400991 2.389425 -0.168632 -0.6 -1.3 -0.9 0.3681
H -0.277081 -0.760380 -0.533681 -0.1 1.6 0.9 0.2020
H -1.692225 1.085922 1.344378 1.5 -1.3 -0.4 0.2816
H -1.884590 -0.507881 1.197530 1.4 0.6 -0.3 0.2804
H 1.308350 1.428207 1.020317 -0.3 0.5 -0.6 0.3387
H 1.854360 0.624977 -0.595902 -1.4 -0.2 2.2 0.1841
H 0.974963 -1.201654 1.630746 1.8 1.7 -0.3 0.2238
H 2.347721 -0.199716 2.098192 -1.1 -0.4 -1.0 0.1872
O -4.036700 -0.638042 -0.888367 -0.2 0.3 0.9 -0.6073
H -4.670631 -1.101382 -1.417228 -0.7 -0.4 -0.4 0.3036
H -3.252684 -0.647864 -1.414295 0.9 0.1 -0.5 0.3018
O 3.693945 -1.501197 -0.791196 0.6 0.6 -1.1 -0.7002
H 2.999258 -1.267125 -0.164313 -0.1 -0.7 0.7 0.4714
H 4.007340 -2.407584 -0.765953 -0.6 0.1 0.5 0.2906
```
Positions in Å, forces in eV/Å.


Calculated F_max (eV Å⁻¹), listed in the same order as above: 0.562; 3.253; 4.714; 3.691